{"formula": "C11H25ClNO6P2Sm", "method": "ωB97M-V with the def2-TZVPD basis set", "elements": ["C", "C", "N", "C", "C", "C", "C", "P", "Sm", "P", "C", "O", "O", "H", "H", "H", "C", "C", "H", "H", "H", "H", "C", "C", "H", "H", "H", "H", "H", "H", "H", "H", "H", "H", "H", "H", "H", "H", "H", "H", "H", "H", "O", "Cl", "O", "O", "O"], "coordinates": [[-0.823, 0.949, -3.533], [-0.844, 0.411, -2.237], [-0.022, 0.912, -1.267], [0.829, 1.942, -1.546], [0.902, 2.485, -2.835], [0.064, 1.986, -3.840], [-1.723, -0.758, -1.871], [-2.013, -0.824, -0.032], [0.000, 0.000, 0.691], [1.926, 1.190, 0.921], [1.630, 2.496, -0.390], [-0.557, -3.693, -2.267], [0.611, -3.730, 0.197], [-1.491, 0.536, -4.294], [1.599, 3.303, -3.038], [0.100, 2.404, -4.852], [-3.514, 0.205, 0.255], [-2.582, -2.534, 0.310], [2.551, 2.995, -0.739], [1.007, 3.254, 0.124], [-1.192, -1.717, -2.089], [-2.653, -0.757, -2.467], [2.293, 2.150, 2.444], [3.548, 0.439, 0.473], [0.712, -2.730, 0.187], [0.324, -3.904, 1.113], [-0.200, -3.858, -1.352], [0.258, -3.568, -2.786], [-0.783, 1.295, 1.414], [0.856, -1.303, 0.007], [-4.389, -0.180, -0.298], [-3.732, 0.214, 1.336], [-3.290, 1.238, -0.058], [-3.449, -2.815, -0.312], [-1.737, -3.211, 0.119], [-2.849, -2.590, 1.379], [4.364, 1.183, 0.446], [3.784, -0.343, 1.214], [3.441, -0.046, -0.512], [3.165, 2.816, 2.324], [1.395, 2.731, 2.707], [2.484, 1.429, 3.256], [-1.169, -0.835, 4.877], [0.000, 0.000, 4.371], [-0.140, 1.429, 4.880], [1.307, -0.595, 4.879], [0.000, 0.000, 2.691]], "mulliken_spin": [-0.001, 0.007, -0.003, 0.007, 0.000, 0.003, -0.004, -0.011, 5.181, -0.020, -0.006, 0.000, -0.002, 0.000, 0.000, 0.000, 0.005, 0.001, -0.001, -0.004, -0.003, -0.001, 0.001, 0.003, -0.004, 0.002, 0.001, -0.001, -0.098, -0.057, -0.001, -0.001, -0.001, -0.002, 0.000, 0.000, 0.000, 0.000, 0.000, -0.001, 0.001, -0.001, -0.001, 0.001, 0.002, 0.001, 0.007], "homo_ev": [-6.5, -6.5], "lumo_energy_ev": [-0.649, -0.600], "spin_multiplicity": 6, "s2": 8.80, "max_force_ev_per_a": 10.23, "total_energy_ev": -74573.4482}



{"formula": "ClH3N2", "method": "ωB97M-V with the def2-TZVPD basis set", "elements": ["N", "N", "Cl", "H", "H", "H"], "coordinates": [[-0.144, -0.601, -0.459], [0.085, 0.053, 0.704], [0.072, 1.961, 0.716], [-1.141, -0.770, -0.737], [0.220, -0.335, -1.379], [0.908, -0.308, 1.155]], "mulliken_charge": [-0.363, -0.239, -0.168, 0.244, 0.241, 0.285], "smiles": "NNCl", "homo_ev": -9.7, "lumo_energy_ev": 0.313, "max_force_ev_per_a": 2.41, "relative_energy_kcal_mol": 6.6, "total_energy_ev": -15549.0010}



{"formula": "C34H36ClN2O5Sb2Tc", "method": "ωB97M-V with the def2-TZVPD basis set", "elements": ["Tc", "C", "O", "C", "C", "C", "C", "C", "C", "N", "N", "C", "O", "C", "C", "C", "C", "C", "C", "C", "O", "H", "H", "H", "H", "H", "H", "H", "H", "H", "H", "H", "H", "C", "Sb", "C", "C", "C", "C", "C", "C", "C", "C", "C", "Sb", "C", "C", "H", "H", "H", "H", "H", "H", "H", "H", "H", "H", "H", "H", "H", "H", "H", "H", "H", "H", "H", "H", "Cl", "C", "C", "C", "C", "O", "C", "C", "O", "C", "H", "H", "H", "H"], "coordinates": [[0.386, 0.648, 0.143], [-4.320, 1.399, -0.538], [-4.420, 1.589, 0.865], [-3.557, 0.943, 1.695], [-4.055, 0.632, 2.954], [-3.265, 0.057, 3.944], [-1.932, -0.199, 3.684], [-1.422, 0.119, 2.430], [0.014, -0.029, 2.112], [0.900, 1.086, 2.045], [2.244, 0.838, 2.392], [2.928, 0.533, 1.333], [2.427, 0.482, 0.133], [4.354, 0.169, 1.500], [5.121, -0.116, 0.373], [6.454, -0.470, 0.514], [7.022, -0.542, 1.778], [6.258, -0.258, 2.903], [4.927, 0.098, 2.768], [-2.215, 0.640, 1.398], [-1.646, 0.850, 0.198], [-5.250, 1.781, -0.954], [-4.222, 0.338, -0.784], [-3.475, 1.948, -0.952], [-5.097, 0.860, 3.138], [-3.696, -0.181, 4.907], [-1.281, -0.616, 4.443], [0.527, -0.864, 2.576], [4.667, -0.049, -0.606], [7.051, -0.685, -0.362], [8.062, -0.818, 1.887], [6.703, -0.313, 3.887], [4.324, 0.325, 3.636], [-1.281, -3.146, 0.285], [0.490, -2.055, -0.089], [1.911, -2.895, 1.248], [1.286, -2.956, -1.863], [0.368, -3.029, -3.047], [-0.441, -4.155, -3.198], [-1.284, -4.300, -4.287], [-1.316, -3.311, -5.260], [-0.519, -2.188, -5.119], [0.317, -2.019, -4.017], [1.089, -0.744, -3.875], [0.058, 0.613, -2.560], [-1.929, 0.320, -3.234], [0.562, 2.446, -3.510], [-1.041, -4.204, 0.367], [-1.990, -2.988, -0.525], [-1.717, -2.787, 1.217], [1.949, -3.972, 1.089], [1.657, -2.704, 2.288], [2.889, -2.462, 1.038], [1.567, -3.962, -1.546], [2.209, -2.418, -2.074], [-0.392, -4.941, -2.454], [-1.897, -5.185, -4.384], [-1.952, -3.418, -6.128], [-0.543, -1.417, -5.881], [1.159, -0.229, -4.834], [2.100, -0.883, -3.497], [-2.100, 0.892, -4.145], [-2.605, 0.649, -2.451], [-2.091, -0.737, -3.436], [0.257, 2.391, -4.554], [1.637, 2.603, -3.449], [0.056, 3.278, -3.027], [-4.694, 4.890, 2.474], [-3.142, 4.140, 2.505], [-2.705, 3.506, 3.663], [-1.472, 2.881, 3.688], [-0.685, 2.849, 2.549], [0.590, 2.336, 2.685], [-1.106, 3.513, 1.391], [-0.323, 3.584, 0.177], [0.469, 2.738, -0.231], [-2.333, 4.183, 1.389], [-3.333, 3.513, 4.544], [-1.109, 2.400, 4.585], [-0.474, 4.476, -0.446], [-2.662, 4.710, 0.503]], "mulliken_spin": [1.053, 0.002, 0.001, 0.008, -0.005, 0.009, -0.008, -0.006, -0.085, 0.001, 0.029, 0.001, 0.004, -0.007, 0.001, 0.000, 0.000, 0.001, 0.001, 0.008, 0.041, 0.000, 0.000, 0.001, 0.000, 0.000, 0.000, -0.010, 0.000, 0.000, 0.000, 0.000, 0.000, 0.000, -0.036, 0.005, -0.007, 0.000, 0.001, 0.000, 0.001, 0.000, 0.001, -0.003, -0.015, -0.005, -0.005, 0.000, 0.000, -0.001, -0.001, 0.001, 0.000, -0.001, 0.000, 0.000, 0.000, 0.000, 0.000, 0.000, 0.000, 0.000, 0.005, 0.000, 0.000, 0.000, 0.000, 0.000, 0.000, 0.000, -0.001, -0.006, -0.002, 0.031, 0.011, -0.001, -0.008, 0.000, 0.001, -0.003, 0.000], "homo_ev": [-10.3, -10.6], "lumo_energy_ev": [-3.413, -3.684], "spin_multiplicity": 2, "s2": 0.76, "max_force_ev_per_a": 0.67, "relative_energy_kcal_mol": 0.0, "total_energy_ev": -76847.9835, "charge": 1}



{"formula": "C27H45O3S2Si", "method": "ωB97M-V with the def2-TZVPD basis set", "elements": ["C", "C", "O", "C", "O", "S", "C", "C", "C", "C", "C", "C", "C", "C", "Si", "C", "C", "C", "C", "C", "C", "C", "C", "C", "C", "C", "C", "C", "C", "H", "H", "H", "H", "H", "H", "H", "H", "H", "H", "H", "H", "H", "H", "H", "H", "H", "H", "H", "H", "H", "H", "H", "H", "H", "H", "H", "H", "H", "H", "H", "H", "H", "H", "H", "H", "H", "H", "H", "C", "S", "O", "C", "H", "H", "H", "H", "H", "H"], "coordinates": [[3.115, 3.993, 0.685], [3.195, 2.598, -0.144], [4.571, 2.285, -0.452], [2.571, 1.439, 0.785], [2.724, 0.099, 0.235], [1.872, -1.066, 1.090], [0.125, -1.242, 0.444], [-0.013, -2.280, -0.767], [1.192, -2.265, -1.825], [1.307, -0.934, -2.713], [-0.083, -0.387, -3.299], [-0.498, 1.069, -2.697], [-1.974, 1.002, -2.054], [-2.782, 2.404, -2.164], [-2.735, 3.309, -0.443], [-3.670, 4.974, -0.508], [-0.868, 3.601, 0.020], [-3.424, 2.051, 0.824], [-4.731, 1.280, 0.407], [-5.280, 0.221, 1.415], [-4.573, -0.051, 2.774], [-3.275, 0.715, 3.190], [-2.734, 1.765, 2.188], [1.610, -0.547, 2.866], [2.431, -1.205, 4.014], [2.169, -0.734, 5.465], [1.146, 0.392, 5.850], [0.320, 1.043, 4.706], [0.559, 0.549, 3.265], [3.614, 4.861, 0.112], [2.026, 4.310, 0.895], [3.641, 3.929, 1.703], [2.524, 2.736, -1.058], [4.782, 2.699, -1.316], [3.051, 1.577, 1.824], [1.448, 1.673, 0.865], [-0.248, -0.186, 0.210], [-0.552, -1.638, 1.295], [-0.043, -3.351, -0.330], [-0.993, -2.170, -1.358], [0.990, -3.144, -2.563], [2.185, -2.510, -1.316], [1.955, -1.214, -3.629], [1.865, -0.088, -2.188], [0.072, -0.204, -4.432], [-0.953, -1.137, -3.236], [0.230, 1.243, -1.817], [-0.408, 1.914, -3.456], [-2.638, 0.183, -2.525], [-1.828, 0.661, -0.956], [-2.417, 3.068, -3.019], [-3.892, 2.116, -2.325], [-4.806, 4.868, -0.417], [-3.443, 5.445, -1.543], [-3.298, 5.749, 0.260], [-0.718, 3.798, 1.137], [-0.433, 4.474, -0.579], [-0.328, 2.603, -0.211], [-5.265, 1.479, -0.586], [-6.210, -0.373, 1.121], [-4.946, -0.834, 3.531], [-2.728, 0.512, 4.173], [-1.780, 2.374, 2.408], [3.198, -2.013, 3.768], [2.747, -1.222, 6.332], [1.017, 0.722, 6.941], [-0.450, 1.876, 4.899], [-0.026, 0.998, 2.379], [3.096, -7.240, -1.949], [2.160, -5.942, -2.785], [1.172, -5.398, -1.803], [1.262, -7.042, -3.900], [3.707, -6.778, -1.173], [2.413, -7.958, -1.492], [3.746, -7.743, -2.667], [0.691, -7.772, -3.324], [1.970, -7.551, -4.556], [0.579, -6.440, -4.501]], "mulliken_charge": [-1.073, 0.197, -0.538, 0.207, -0.302, 0.015, 0.821, -0.742, -0.500, -0.385, -0.853, 0.491, -0.191, -0.777, -0.055, -1.029, -0.745, 0.479, -0.323, -0.491, -0.430, -0.481, 0.126, 0.478, -0.532, -0.469, -0.481, -0.434, 0.912, 0.318, 0.186, 0.343, 0.249, 0.371, 0.532, -0.361, -0.876, 0.617, 0.352, 0.270, 0.158, 0.413, 0.371, 0.054, 0.358, 0.361, -0.751, 0.554, 0.429, -0.231, 0.503, 0.156, 0.305, 0.306, 0.278, 0.363, 0.336, -0.090, 0.251, 0.324, 0.314, 0.265, 0.177, 0.360, 0.316, 0.349, 0.414, -0.566, -0.982, 0.546, -0.567, -0.983, 0.319, 0.309, 0.381, 0.312, 0.384, 0.311], "homo_ev": -10.9, "lumo_energy_ev": -3.811, "max_force_ev_per_a": 4.86, "total_energy_ev": -64402.2513, "charge": 1}